# C2H3NO3S

C2H3NO3S as an isolated structure in a non-equilibrium geometry (ωB97M-V/def2-TZVPD, the OMol25 dataset).

* ΔE to the lowest compared entry with this formula, charge and spin: 5.8852 eV
* HOMO-LUMO gap: 7.09 eV
* HOMO level: -8.856 eV
* E_LUMO: -1.76 eV
* net charge: 0

Each line ends with the natural charge from an NBO analysis.
CARTESIAN COORDINATES (ANGSTROEM)
C -0.19 1.35 -1.25  0.225
C 0.28 1.08 -0.06  -0.551
N -1.12 -1.46 0.08  0.012
O -0.43 0.26 -1.88  -0.680
O -1.22 -1.91 1.23  -0.267
O 1.22 -0.98 1.12  -0.903
S 0.41 -0.74 -0.26  1.253
H -0.20 2.31 -1.60  0.183
H 0.40 1.57 0.84  0.229
H 0.86 -1.47 1.79  0.499